{"formula": "C4H6N2O2S2", "method": "ωB97M-V/def2-TZVPD", "homo_lumo_gap_ev": [6.599, 6.598], "total_charge": 0, "e_homo_ev": [-7.975, -7.975], "e_lumo_ev": [-1.376, -1.378], "e_above_lowest_kj_mol": 291.0, "symbols": ["C", "C", "C", "C", "N", "N", "O", "O", "S", "S", "H", "H", "H", "H", "H", "H"], "xyz": [[-0.08, -0.53, 0.98], [-1.56, 2.02, 0.48], [0.93, 0.07, 0.22], [-2.06, 0.74, 0.89], [-1.34, -0.28, 1.16], [2.17, -0.36, 0.05], [0.30, -1.31, -2.90], [1.60, -2.78, -1.46], [-2.56, 3.03, -0.42], [0.38, -2.06, -1.71], [0.25, -1.31, 1.55], [-0.65, 2.37, 0.89], [0.58, 0.76, -0.64], [-3.12, 0.65, 0.93], [2.73, 0.04, -0.75], [2.45, -1.06, 0.75]], "mulliken_charge": [-0.31, -0.46, -0.34, -0.04, -0.51, -0.31, -0.40, -0.41, -0.21, 0.80, 0.44, 0.43, 0.40, 0.44, 0.27, 0.22]}